Molecular formula: C4H5BrN
Method: DFT, ωB97M-V/def2-TZVPD

```
11
Properties=species:S:1:pos:R:3:lowdin_charge:R:1
C -1.924 0.400 -0.262 0.094
C -0.915 0.190 0.699 -0.008
C -0.819 0.126 -1.044 0.140
C 0.470 -1.883 -0.101 0.237
N -0.256 -0.868 0.020 -0.025
Br 2.031 2.196 -0.218 0.310
H -2.816 0.988 -0.421 0.142
H -0.566 0.679 1.601 0.153
H 3.289 2.858 0.017 -0.240
H 0.813 -2.172 -0.971 0.084
H 0.691 -2.512 0.681 0.113
```

Orbital gap ... 8.33 eV
LUMO ... -0.217 Ha
Net charge ... +1
E_tot ... -2783.6921 Eh
HOMO energy ... -14.2 eV

---

Molecular formula: C4H5BrO
Method: DFT, ωB97M-V/def2-TZVPD

```
11
Properties=species:S:1:pos:R:3:lowdin_charge:R:1
C -0.819 0.822 -1.726 -0.097
C -1.170 0.814 -0.490 -0.709
Br -2.196 2.189 0.333 0.657
C -0.947 -0.644 0.618 -0.326
C 0.265 -0.479 1.333 -0.095
O 0.045 -1.407 0.275 0.014
H -0.996 1.708 -2.454 0.100
H -0.305 -0.144 -2.003 0.087
H -1.971 -0.994 0.881 0.147
H 0.844 0.363 1.060 0.101
H 0.578 -0.874 2.300 0.121
```

Orbital gap ... 10.52 eV
SMILES string ... C=C(Br)[C@@H]1CO1
LUMO ... 0.033 Ha
Net charge ... 0
E_tot ... -2804.5417 Eh
HOMO energy ... -9.6 eV

---

Molecular formula: C4H5BrO
Method: DFT, ωB97M-V/def2-TZVPD

```
11
Properties=species:S:1:pos:R:3:lowdin_charge:R:1
C 0.261 -0.618 0.541 -0.279
C -0.608 -0.140 -0.774 -0.202
C -0.057 0.212 -2.063 -0.014
C 0.384 0.375 1.542 -0.590
O -0.257 1.270 -1.167 -0.034
Br -1.012 0.759 2.785 0.660
H -0.430 -1.428 0.762 0.095
H 1.265 -0.954 0.184 0.125
H -1.634 -0.384 -0.651 0.112
H 0.736 -0.009 -2.633 0.052
H 1.351 0.917 1.473 0.074
```

Orbital gap (spin up / spin down) ... 8.20 / 8.37 eV
LUMO (spin up / spin down) ... -0.003 / 0.013 Ha
Net charge ... 0
E_tot ... -2804.4610 Eh
HOMO energy (spin up / spin down) ... -8.3 / -8.0 eV

---

Molecular formula: C4H5BrO2
Method: DFT, ωB97M-V/def2-TZVPD

```
12
Properties=species:S:1:pos:R:3:lowdin_charge:R:1
C -1.229 1.388 0.027 -0.016
C -0.272 0.169 0.056 -0.522
O -0.974 -0.934 0.149 -0.001
C 1.024 -0.042 0.183 -0.577
Br 2.439 1.184 0.214 0.723
C 1.603 -1.769 -0.057 -0.179
O 2.744 -1.944 -0.208 0.050
H -1.867 1.199 -0.787 0.052
H -0.694 2.355 -0.158 0.085
H -1.728 1.539 1.079 0.133
H -1.885 -0.653 -0.220 0.151
H 0.840 -2.492 -0.277 0.101
```

Orbital gap ... 9.18 eV
SMILES string ... C/C(O)=C(\Br)C=O
LUMO ... 0.019 Ha
Net charge ... 0
E_tot ... -2879.8188 Eh
HOMO energy ... -8.7 eV

---

Molecular formula: C4H5BrO3
Method: DFT, ωB97M-V/def2-TZVPD

```
13
Properties=species:S:1:pos:R:3:lowdin_charge:R:1
O -2.044 -1.904 0.098 0.127
C -1.078 -1.198 0.093 -0.606
O 0.034 -1.596 0.669 0.065
C 1.070 -0.676 0.524 -0.152
C 0.506 0.631 0.245 -0.418
O 1.290 1.462 -0.486 0.005
C -0.948 0.142 -0.491 -0.508
Br -2.468 1.312 -0.134 0.725
H 1.619 -0.995 -0.510 0.186
H 1.964 -0.655 1.269 0.174
H 0.227 1.200 1.115 0.136
H 0.708 2.204 -0.749 0.122
H -0.880 0.072 -1.644 0.145
```

Orbital gap ... 10.70 eV
SMILES string ... O=C1OC[C@@H](O)[C@@H]1Br
LUMO ... 0.015 Ha
Net charge ... 0
E_tot ... -2955.1157 Eh
HOMO energy ... -10.3 eV

---

Molecular formula: C4H5Cl
Method: DFT, ωB97M-V/def2-TZVPD

```
10
Properties=species:S:1:pos:R:3:lowdin_charge:R:1
Cl 2.567 -0.079 -0.092 0.584
C 0.870 -0.103 0.395 -0.723
C 0.022 1.123 0.093 -0.136
C -0.906 0.438 -0.561 -0.103
C -0.343 -0.905 -0.195 -0.187
H 0.777 -0.222 1.601 0.143
H 0.028 2.196 0.256 0.100
H -1.892 0.579 -1.115 0.125
H -1.073 -1.404 0.508 0.126
H -0.050 -1.623 -0.891 0.073
```

Orbital gap ... 10.85 eV
SMILES string ... Cl[C@H]1C=CC1
LUMO ... 0.040 Ha
Net charge ... 0
E_tot ... -615.5165 Eh
HOMO energy ... -9.8 eV

---

Taking the records one at a time from the top gives energy above the lowest of the compared OMol25 structures with the same formula, charge and spin values of 3.211, 2.532, 4.728, 1.880, 0.292, 1.065 eV.